This record from the Open Molecules 2025 dataset describes C43H39AsCl5CsN6OS as an isolated structure. The level of theory is ωB97M-V/def2-TZVPD.

Geometry (Å):
Cs -0.072 0.572 0.218
As 3.198 -0.022 1.754
Cl -1.960 -1.591 5.723
Cl -6.235 -1.296 2.438
Cl -0.013 -1.104 3.301
Cl -5.041 -1.634 5.291
Cl -4.326 -1.008 -0.038
S 0.194 -2.697 -0.957
O -0.782 -2.316 -1.998
N 1.062 1.596 -2.859
N 2.613 3.323 2.601
N -1.427 2.545 -1.664
N -2.909 3.139 0.797
N 1.904 1.430 -1.826
N -1.915 2.475 1.386
C -1.363 4.398 -3.254
C -3.277 4.219 1.522
C -1.624 3.144 2.489
C 2.394 0.204 -1.967
C 1.350 5.641 -5.619
C -0.681 5.145 -4.188
C 3.788 -0.425 3.583
C 1.039 0.511 -3.655
C -4.950 2.044 -2.672
C -3.984 -1.402 3.937
C -2.807 -4.450 1.074
C -7.111 1.846 -1.368
C 4.912 -3.553 2.568
C -1.797 -1.163 3.012
C 5.653 -2.896 0.391
C 6.863 -3.524 0.612
C -4.513 -1.259 2.653
C 1.120 3.620 -4.115
C 1.889 -0.425 -3.114
C -2.263 -1.040 1.734
C 0.590 4.791 -4.640
C 1.229 -4.023 -1.628
C -0.072 -4.082 1.418
C -2.465 4.260 2.635
C 3.399 -2.156 1.159
C 2.930 2.221 2.411
C -2.791 2.518 -1.608
C -3.626 -1.101 1.596
C -2.064 -3.839 0.075
C -2.604 -1.365 4.128
C -0.704 -3.665 0.259
C -2.188 -4.870 2.243
C -0.823 -4.690 2.412
C 4.633 -2.876 1.366
C 6.126 -4.180 2.788
C 4.927 0.538 1.002
C -3.525 2.691 -0.408
C -3.585 2.218 -2.737
C 7.119 -4.173 1.817
C -0.831 3.218 -2.660
C -5.644 2.160 -1.471
C 0.446 2.851 -3.180
C -4.900 2.493 -0.350
H -0.811 2.804 3.113
H -3.078 2.089 -3.686
H 5.473 -2.404 -0.559
H -7.602 1.921 -2.340
H 7.616 -3.509 -0.168
H 2.092 3.261 -4.443
H 1.929 -4.323 -0.847
H 1.893 5.034 -6.349
H 3.052 -0.193 -1.208
H 2.561 -2.513 1.755
H -1.151 6.045 -4.576
H 8.069 -4.663 1.993
H -5.488 1.782 -3.579
H 4.151 -3.585 3.341
H -2.342 4.731 -2.930
H 5.477 1.117 1.741
H 1.781 -3.616 -2.473
H 2.097 -1.415 -3.481
H 3.119 -2.036 0.113
H 0.610 -4.861 -1.949
H 6.294 -4.686 3.732
H -7.622 2.523 -0.680
H -2.773 -5.315 3.039
H 4.738 1.173 0.137
H -7.263 0.828 -0.996
H 2.087 6.282 -5.124
H -0.344 -4.988 3.337
H 4.208 0.472 4.030
H -3.879 -4.552 0.955
H -2.462 4.997 3.418
H 4.534 -1.217 3.552
H 0.410 0.500 -4.529
H 2.925 -0.748 4.167
H 0.984 -3.893 1.568
H 0.675 6.295 -6.175
H -4.063 4.864 1.167
H 5.507 -0.337 0.712
H -2.529 -3.434 -0.815
H -5.379 2.583 0.619

Summary:
Energy relative to the best compared isomer or geometry (same formula, charge and spin) = 22.41 kcal/mol
Net charge = -2

What are the Löwdin partial charges on each atom? They are as follows, in elementary charge units: 0.8901 0.9744 0.6177 0.6088 0.5447 0.6097 0.6309 0.7942 -0.5214 -0.1244 -0.0924 0.0002 -0.1030 0.0001 -0.0339 -0.0303 -0.0800 -0.1516 -0.2455 -0.0846 -0.0774 -0.3213 -0.0671 -0.0688 -0.7146 -0.0784 -0.0709 -0.0793 -0.6815 -0.0819 -0.1201 -0.7163 -0.0009 -0.0834 -0.2663 -0.3123 -0.2224 -0.1014 -0.0721 -0.3123 -0.4428 -0.2681 -0.7014 -0.0897 -0.7154 -0.3841 -0.0850 -0.0844 -0.3265 -0.1196 -0.3172 -0.1364 -0.0291 -0.1388 -0.2658 -0.3170 -0.1386 -0.0182 0.1036 0.1128 0.1041 0.0643 0.0898 0.1217 0.0481 0.0652 0.0640 0.0235 0.0989 0.0800 0.1010 0.1059 0.1058 0.0152 0.0352 0.0802 0.0223 0.0583 0.0903 0.0683 0.1003 0.0126 0.0708 0.0693 0.1042 0.0083 0.1068 0.0802 0.0007 0.1289 0.0022 0.0879 0.0619 0.1153 -0.0027 0.0945 0.1232

---

This record from the Open Molecules 2025 dataset describes C12H26IrNO4P2 as an isolated structure in a non-equilibrium geometry. The level of theory is ωB97M-V/def2-TZVPD.

Geometry (Å):
Ir 0.000 0.000 0.000
P 0.657 -0.260 2.163
P -0.201 -0.144 -2.279
O -2.888 -2.994 -2.323
O -1.168 1.678 0.296
O -3.624 -1.028 -0.582
O 0.387 3.226 1.061
N 1.223 -1.755 -0.308
C 1.225 1.163 3.177
C -0.354 -1.260 3.334
C 2.684 -4.108 -0.640
C -0.842 2.888 0.754
C -1.767 0.185 -3.175
C 2.206 -1.278 1.886
C 1.840 -3.646 -1.656
C 1.102 -2.468 -1.467
C 0.120 -1.966 -2.495
C 2.792 -3.367 0.543
C 2.063 -2.179 0.680
C 1.078 0.694 -3.307
H 1.731 -4.200 -2.593
H -2.689 -0.969 -0.220
H 0.175 -1.463 4.282
H 1.007 0.403 -4.370
H 2.071 0.432 -2.906
H -1.324 -1.042 0.249
H 3.452 -3.692 1.353
H -3.289 -2.256 -1.789
H 0.438 -2.242 -3.516
H 2.535 -1.843 2.776
H -2.864 -3.724 -1.679
H -1.629 3.634 0.883
H -2.576 -0.324 -2.630
H -1.287 -0.709 3.543
H 3.253 -5.034 -0.770
H -0.882 -2.432 -2.325
H -3.886 -0.091 -0.644
H 0.946 1.785 -3.211
H 0.348 1.800 3.380
H 1.292 1.054 -0.174
H -1.947 1.273 -3.144
H 2.984 -0.523 1.656
H 1.941 1.748 2.578
H 1.684 0.847 4.131
H -1.729 -0.164 -4.220
H -0.621 -2.206 2.835

Summary:
Energy relative to the best compared isomer or geometry (same formula, charge and spin) = 0.00 kcal/mol
Multiplicity = 5
Expectation value of S² = 6.023

What are the Löwdin partial charges on each atom? They are as follows, in elementary charge units: 0.9403 0.6923 0.6967 -0.1054 -0.3841 -0.1350 -0.1371 -0.1237 -0.2550 -0.2554 -0.1073 -0.4063 -0.2337 -0.2638 -0.0203 -0.3367 -0.2723 -0.0427 -0.3104 -0.2600 0.1178 -0.0496 0.0479 0.0474 0.0434 -0.0602 0.1120 -0.0017 0.0999 0.0930 0.0523 0.1125 0.0126 0.0493 0.0974 0.0674 0.0635 0.0481 0.0477 -0.0335 0.0534 0.1017 0.0451 0.0504 0.0588 0.0434

---

This record from the Open Molecules 2025 dataset describes a 2-piece molecular cluster, CH6N2O overall in a non-equilibrium geometry. The level of theory is ωB97M-V/def2-TZVPD.

Geometry (Å):
O 1.810 -1.476 0.829
N 0.468 0.157 -1.008
N -1.184 0.234 0.520
C -0.587 0.753 -0.525
H -1.952 0.692 0.980
H 0.567 0.052 -2.005
H 1.550 -1.069 1.664
H -0.942 -0.724 0.756
H 1.116 -0.378 -0.367
H -0.846 1.759 -0.845

Summary:
Energy relative to the best compared isomer or geometry (same formula, charge and spin) = 65.13 kcal/mol

What are the Löwdin partial charges on each atom? They are as follows, in elementary charge units: -0.5213 0.1354 0.1830 -0.2154 0.1229 0.1237 -0.1499 0.1305 0.0465 0.1445

---

This record from the Open Molecules 2025 dataset describes one molecule with the formula C21H25F2N3OS. The level of theory is ωB97M-V/def2-TZVPD.

Geometry (Å):
S -6.216 -0.129 0.424
F -8.272 1.037 -0.695
F -7.411 2.181 0.917
O 1.918 3.092 0.521
N -0.640 1.703 -0.491
N 2.380 1.076 1.419
N 1.788 -3.146 0.668
C 3.124 -2.648 0.920
C 3.282 -1.143 0.647
C 2.263 -0.378 1.495
C -4.551 0.436 0.139
C 0.811 -2.408 1.440
C -4.123 1.669 0.614
C 2.684 0.889 -1.804
C -2.362 0.004 -0.743
C 2.376 0.386 -3.058
C -3.663 -0.399 -0.524
C 0.038 0.710 -2.613
C 1.458 -3.269 -0.736
C -1.928 1.263 -0.316
C 1.052 0.287 -3.451
C 0.854 -0.893 1.189
C 2.000 1.877 0.398
C 1.674 1.261 -0.929
C -2.828 2.079 0.379
C 0.335 1.210 -1.347
C -7.109 1.372 -0.119
C 2.785 1.724 2.652
H 3.759 1.347 2.967
H 3.168 0.083 -3.726
H -0.341 2.474 0.092
H 2.852 2.795 2.467
H 3.353 -2.851 1.972
H -2.495 3.040 0.743
H -1.675 -0.668 -1.232
H -6.496 1.938 -0.836
H 0.807 -0.097 -4.430
H -0.987 0.691 -2.950
H 3.826 -3.213 0.305
H 0.479 -3.737 -0.822
H -4.797 2.307 1.165
H 3.114 -0.954 -0.412
H 3.715 1.002 -1.501
H 4.295 -0.825 0.897
H -3.996 -1.369 -0.858
H 2.192 -3.921 -1.209
H 1.013 -2.607 2.498
H 1.438 -2.318 -1.287
H 0.598 -0.703 0.149
H -0.183 -2.795 1.207
H 2.054 1.545 3.444
H 0.119 -0.389 1.820
H 2.472 -0.623 2.544

Summary:
E = -1652.66587 Ha
Structure (SMILES) = CN1CCC(N(C)C(=O)c2ccccc2Nc2ccc(SC(F)F)cc2)CC1

What are the Löwdin partial charges on each atom? They are as follows, in elementary charge units: 1.0013 0.0143 0.0087 0.0605 0.1091 -0.0450 -0.2233 -0.1873 -0.1116 -0.2777 -0.5558 -0.1832 -0.0966 -0.0426 -0.0290 -0.0825 -0.1002 -0.0205 -0.0843 -0.2423 -0.0760 -0.1107 -0.4212 -0.0980 -0.0092 -0.2104 -0.6809 -0.0233 0.0945 0.1028 0.1387 0.0858 0.1209 0.1166 0.1042 0.1263 0.1053 0.1142 0.1184 0.0863 0.1076 0.0837 0.1255 0.1225 0.1043 0.0867 0.1217 0.0746 0.0886 0.1182 0.0975 0.1272 0.1456